1.
# C30H46Cl2N5O10PbSi

C30H46Cl2N5O10PbSi as an isolated structure (ωB97M-V/def2-TZVPD, the OMol25 dataset).

Results
total energy = -97950.2108 eV
energy relative to the best compared isomer or geometry (same formula, charge and spin) = 83.9 kcal per mole
gap between HOMO and LUMO = 6.993 eV
net charge = -1

Each line ends with the Mulliken charge.
Element x y z (Å)
C 2.7321 -2.7205 -2.9188  -0.90
C 2.4597 -1.8682 -4.1209  0.71
H 2.2498 -3.7031 -2.9691  0.29
H 2.4597 -2.1996 -2.0006  -0.16
H 3.8062 -2.9370 -2.8711  0.28
C 2.4283 -2.4243 -5.3538  -0.28
C 2.8037 -3.8221 -5.6974  -1.41
H 2.1590 -1.8181 -6.2225  0.24
H 2.3116 -4.6220 -5.1316  0.28
H 3.8838 -3.9859 -5.5981  0.28
H 2.6154 -3.9902 -6.7574  0.41
Pb 2.7073 1.2713 -0.9117  0.94
Cl 3.5575 -0.8955 -0.0121  -0.50
C -0.3283 3.7127 0.5066  -0.09
O -0.4792 2.6527 1.1159  -0.35
N -1.2951 4.3595 -0.2022  0.22
C -2.6819 3.9099 -0.2345  -0.88
C -0.9575 5.5011 -1.0440  -0.91
H 0.6583 4.2499 0.4565  0.28
H -2.8865 3.2888 0.6472  0.25
H -2.8798 3.3501 -1.1634  0.19
H -3.3091 4.8133 -0.2418  0.42
H -0.0472 5.9653 -0.6617  0.33
H -1.7816 6.2176 -1.0189  0.29
H -0.7947 5.2214 -2.0974  0.29
H -2.9713 2.0913 5.0061  0.29
H -1.2511 1.0158 6.3957  0.25
C -3.2747 1.1018 4.6472  -1.04
C -1.4934 0.0256 5.9740  -0.88
N -2.1295 0.2198 4.6688  0.44
H -3.6623 1.1631 3.6356  0.25
C -1.9438 -0.6337 3.6121  0.24
O -2.6032 -0.6892 2.5971  -0.68
H -0.5830 -0.5684 5.8306  0.23
H -1.0895 -1.3209 3.8071  0.21
H -4.0469 0.7406 5.3392  0.33
H -2.1793 -0.4917 6.6689  0.33
H -0.0368 -4.1309 1.6771  0.26
H -0.2073 -4.7986 -1.1930  0.29
C -0.9300 -4.7790 1.5283  -0.85
C -1.2597 -5.0438 -0.9508  -0.89
N -1.6513 -4.3986 0.3068  0.19
H -1.6068 -4.6091 2.3891  0.31
C -2.6173 -3.4445 0.3425  0.24
O -3.1679 -2.9590 -0.6510  -0.58
H -1.9255 -4.6967 -1.7530  0.25
H -2.8779 -3.1613 1.3875  0.09
H -0.6076 -5.8348 1.4685  0.31
H -1.3498 -6.1336 -0.8085  0.35
O 2.8259 0.2804 -2.7553  -0.53
C 2.5135 -0.2940 -3.9951  -0.02
C 0.4321 -0.2417 -5.6933  0.28
C 1.5128 0.3855 -5.0103  0.31
H 0.1236 -1.2628 -5.4602  0.71
C -0.2127 0.4148 -6.7574  -1.05
H 3.5221 -0.0327 -4.3795  0.38
C 1.8742 1.6721 -5.4093  -0.50
H -1.0262 -0.0713 -7.3233  0.34
C 0.1924 1.6850 -7.1547  -0.46
C 1.2226 2.3247 -6.4537  -0.75
H 2.7283 2.1228 -4.9149  0.40
H -0.3258 2.2244 -7.9614  0.33
H 1.5142 3.3330 -6.7295  0.38
Si -1.6162 -0.2255 -1.9387  0.52
Cl -0.2316 -1.4147 -0.9703  -0.32
C -2.0977 -1.4052 -3.2832  -1.02
C -0.7126 1.3610 -2.6257  0.35
C -2.6641 0.5537 -0.5774  -0.67
H -2.2611 -0.8348 -4.2094  0.44
H -2.9612 -2.0474 -3.0159  0.38
H -1.1909 -2.0225 -3.4501  0.08
H -3.4197 -0.0537 -0.0755  0.47
H -3.2010 1.3736 -1.0757  0.23
H -2.0882 0.9792 0.2539  0.08
H -0.3492 1.0448 -3.6264  -0.61
H 0.2279 1.6818 -2.0891  -0.39
H -1.3608 2.2552 -2.7803  0.35
O 2.2319 1.1786 2.0783  -0.63
C 1.3564 0.5869 2.7663  -0.28
O 0.3709 -0.1265 2.4792  -0.37
C 1.6556 0.8110 4.3032  0.02
C 1.2089 1.9757 4.9031  0.07
C 1.4431 2.1962 6.2864  -0.35
C 2.1712 1.2683 7.0424  -0.46
C 2.6072 0.0941 6.4037  -0.08
C 2.3967 -0.1274 5.0197  -0.17
N 3.1345 -0.9792 7.2269  0.98
O 3.2654 -0.7753 8.4551  -0.61
O 3.4448 -2.0613 6.6781  -0.60
N 0.8610 3.3314 6.9556  1.05
O 0.1755 4.1179 6.2662  -0.61
O 1.0568 3.4462 8.1868  -0.62
H 0.6142 2.6958 4.3426  0.64
H 2.3512 1.4246 8.1059  0.58
H 2.7584 -1.0340 4.5389  0.54

2.
# C33H30AuN7P

C33H30AuN7P as an isolated structure (ωB97M-V/def2-TZVPD, the OMol25 dataset).

Results
total energy = -58098.4308 eV
energy relative to the best compared isomer or geometry (same formula, charge and spin) = 0.0 kcal per mole
gap between HOMO and LUMO = 6.943 eV
net charge = +3

Each line ends with the Mulliken charge.
Element x y z (Å)
Au 0.1497 -0.4411 -0.3551  1.35
C -2.9982 0.5476 0.3923  -1.35
N -2.5086 -0.1244 -0.8057  -0.01
C -2.9817 -1.4862 -1.0254  -1.39
C -2.0453 -2.5025 -0.4276  0.60
N -0.7896 -2.2884 -0.0483  -0.14
C -0.2902 -3.5022 0.4416  -0.16
C 0.9454 -3.8244 0.9976  -0.55
C 1.1240 -5.1304 1.4035  -0.83
C 0.1041 -6.0898 1.2719  -0.56
C -1.1249 -5.7733 0.7324  -1.14
C -1.2950 -4.4554 0.3220  1.05
N -2.3847 -3.7799 -0.2226  -0.15
C -2.0149 0.4235 1.5229  0.33
N -0.7300 0.1347 1.3866  0.91
C -0.1580 0.0885 2.6634  0.29
C 1.1366 -0.2043 3.0822  -0.63
C 1.3740 -0.1605 4.4408  -1.06
C 0.3566 0.1618 5.3559  -0.65
C -0.9272 0.4526 4.9440  -1.07
C -1.1601 0.4055 3.5741  0.90
N -2.3109 0.6056 2.8130  -0.09
H -3.9653 0.1550 0.7227  0.49
H -3.1458 1.6069 0.1726  0.45
H -2.6705 0.4502 -1.6222  0.17
H -3.0569 -1.6677 -2.0995  0.50
H -3.9817 -1.6486 -0.6093  0.47
H 1.7289 -3.0856 1.1159  0.35
H 2.0678 -5.4264 1.8402  0.46
H 0.2847 -7.0992 1.6142  0.45
H -1.9100 -6.5111 0.6382  0.47
H -3.2820 -4.1892 -0.4400  0.30
H 1.9210 -0.4542 2.3773  0.59
H 2.3642 -0.3807 4.8155  0.51
H 0.5858 0.1734 6.4124  0.47
H -1.7045 0.7050 5.6524  0.49
H -3.2208 0.8506 3.1761  0.29
N 2.0843 1.1286 -2.0825  0.22
P 0.9253 1.6478 -0.9832  0.31
C 1.6511 2.9179 0.0094  0.53
C 1.9277 2.7481 1.3653  -0.24
C 2.5331 3.7801 2.0645  -0.67
C 2.8597 4.9608 1.4113  -0.59
C 2.5795 5.1273 0.0586  -0.78
C 1.9622 4.1141 -0.6526  -0.57
C -0.4574 2.3215 -1.8855  0.87
C -1.2713 3.2704 -1.2589  -0.76
C -2.3991 3.7412 -1.9146  -0.71
C -2.7134 3.2656 -3.1832  -0.55
C -1.9048 2.3182 -3.8046  -0.77
C -0.7780 1.8376 -3.1569  -0.64
C 2.1904 -0.1811 -2.4870  0.77
C 3.1557 -0.5930 -3.4006  -0.96
C 3.2128 -1.9204 -3.7568  -0.40
C 2.2954 -2.8217 -3.2122  -0.97
C 1.3710 -2.3611 -2.3182  0.02
N 1.3189 -1.0558 -1.9411  0.07
H 2.7993 1.7775 -2.3861  0.31
H 1.6838 1.8242 1.8688  0.28
H 2.7562 3.6613 3.1160  0.49
H 3.3338 5.7639 1.9597  0.43
H 2.8314 6.0536 -0.4394  0.45
H 1.7165 4.2621 -1.6983  0.46
H -1.0073 3.6621 -0.2829  0.53
H -3.0201 4.4949 -1.4490  0.50
H -3.5829 3.6498 -3.7000  0.46
H -2.1454 1.9702 -4.8002  0.50
H -0.1420 1.1125 -3.6511  0.35
H 3.8397 0.1327 -3.8188  0.49
H 3.9635 -2.2589 -4.4588  0.47
H 2.3049 -3.8685 -3.4777  0.51
H 0.6396 -3.0188 -1.8792  0.43

3.
# C4H6N6O5

A 2-piece molecular cluster, C4H6N6O5 overall (ωB97M-V/def2-TZVPD, the OMol25 dataset).

Results
multiplicity = 3
total energy = -23396.2764 eV
<S²> = 2.011
gap between HOMO and LUMO (spin up / spin down) = 8.522 / 8.092 eV
net charge = +2

Each line ends with the Mulliken spin population.
Element x y z (Å)
C 1.8536 -2.1830 -1.6139  0.05
C -1.2153 3.0050 1.2501  0.00
C 1.5027 -2.2704 0.8305  0.75
C -1.5530 1.7319 -0.8237  0.00
N 1.6853 -2.2262 -0.4451  0.08
N -1.5631 2.4690 0.2309  0.00
N 0.2652 0.1864 1.1267  0.77
N -0.9279 0.5048 -0.7442  0.03
N 2.0200 -3.0035 1.6849  -0.02
N -1.8479 2.2344 -2.0188  0.00
O 2.0354 -2.1353 -2.7316  0.09
O -0.9504 3.6672 2.1090  0.00
O 0.1637 0.5162 2.3655  0.18
O -0.6271 -0.2421 -1.8607  0.00
O -0.9533 -0.1010 0.5255  0.02
H 2.5719 -3.7995 1.4816  0.04
H 1.7507 -3.0369 2.6403  0.00
H -2.0520 3.1616 -2.1314  0.00
H -1.9069 1.5920 -2.7446  0.00
H 0.8804 1.0662 2.7948  0.01
H -1.1318 -1.1369 -1.9259  0.00

4.
# C19H13N4O5SbSe4V

C19H13N4O5SbSe4V as an isolated structure (ωB97M-V/def2-TZVPD, the OMol25 dataset).

Results
multiplicity = 2
total energy = -329729.7054 eV
energy relative to the best compared isomer or geometry (same formula, charge and spin) = 0.0 kcal per mole
<S²> = 0.787
gap between HOMO and LUMO (spin up / spin down) = 5.730 / 5.712 eV
net charge = -2

Each line ends with the Mulliken spin population.
Element x y z (Å)
V -0.1968 0.3274 0.0676  0.83
O 1.5738 3.5726 1.8009  0.00
C 1.0529 2.5091 1.5259  0.00
O 0.7576 2.0540 0.3515  -0.01
C 0.5752 1.5616 2.6117  0.00
C 1.0459 1.4209 3.9032  0.00
C 0.5136 0.3940 4.6751  0.00
C -0.4819 -0.4364 4.1657  0.00
C -0.8807 -0.2317 2.8598  0.00
N -0.3490 0.7427 2.1392  0.00
C -1.8405 -1.0518 2.0148  0.00
O -2.7337 -1.6997 2.5314  0.01
O -1.6268 -0.8691 0.7523  -0.01
H 1.8422 2.0607 4.2541  0.00
H 0.9004 0.2180 5.6708  0.00
H -0.9039 -1.2528 4.7342  0.00
O -0.3047 1.9442 -3.6271  0.00
C -0.5692 1.4802 -2.5193  0.01
N -0.1138 0.3660 -1.9286  -0.02
C 0.7754 -0.4295 -2.7834  0.00
C 0.6188 -1.9107 -2.5640  0.01
C 1.7322 -2.6979 -2.2786  0.00
C 1.5537 -4.0471 -2.0237  0.00
C 0.2693 -4.5654 -2.0820  0.00
C -0.7720 -3.7083 -2.4040  0.00
N -0.6155 -2.4110 -2.6472  0.00
C -1.5707 2.2263 -1.6543  0.00
C -2.2005 3.3762 -2.0939  0.00
C -3.1375 3.9629 -1.2612  0.00
C -3.4059 3.3864 -0.0256  0.00
C -2.7000 2.2547 0.3465  0.01
N -1.7979 1.7006 -0.4558  -0.01
H 1.8156 -0.1462 -2.5971  0.00
H 0.5463 -0.1969 -3.8260  0.00
H 2.7162 -2.2450 -2.2115  0.00
H 2.4018 -4.6548 -1.7352  0.00
H 0.0698 -5.6063 -1.8617  0.00
H -1.7909 -4.0818 -2.4575  0.00
H -1.9355 3.7630 -3.0675  0.00
H -3.6569 4.8634 -1.5656  0.00
H -4.1366 3.8122 0.6482  0.00
H -2.8442 1.7771 1.3080  0.00
Se 5.1633 -0.6318 -1.3938  0.01
Sb 4.3589 -1.5602 0.6713  0.00
Se 4.3701 -3.9542 0.8582  0.00
Se 4.3467 -0.2440 2.6921  0.02
Se 1.5651 -1.1415 0.4823  0.17

5.
# C25H33O2PdS

C25H33O2PdS as an isolated structure (ωB97M-V/def2-TZVPD, the OMol25 dataset).

Results
multiplicity = 5
total energy = -44856.2756 eV
energy relative to the best compared isomer or geometry (same formula, charge and spin) = 56.5 kcal per mole
<S²> = 6.058
gap between HOMO and LUMO (spin up / spin down) = 8.949 / 5.710 eV
net charge = +1

Each line ends with the Mulliken spin population.
Element x y z (Å)
O 4.9666 1.7050 1.6382  0.00
C 5.2162 1.8979 0.1714  0.00
C 6.0892 0.6239 0.1564  0.00
H 5.7440 2.8653 0.0268  0.00
H 4.2611 1.7907 -0.4114  0.00
C 5.5239 0.3610 1.6134  0.00
H 7.1878 0.8108 0.2411  0.00
H 5.7934 -0.1229 -0.6176  0.00
C 6.6218 0.0302 2.6537  0.00
H 7.3880 0.8139 2.7782  0.00
H 7.1181 -0.8818 2.2713  0.00
H 6.1893 -0.1983 3.6501  0.00
C 4.3134 -0.5880 1.6632  -0.02
H 3.5547 -0.3597 0.8791  0.02
H 3.7336 -0.5720 2.6095  0.00
H 4.6068 -1.6356 1.5211  0.00
Pd 0.1289 1.9823 -0.0162  0.84
C -0.2681 -0.7348 -1.8676  0.03
C -0.8130 0.4639 -2.3812  0.33
C 0.0845 1.5473 -2.0991  0.18
H -1.7153 0.5419 -2.9814  0.00
C 1.2524 0.9629 -1.3859  0.02
C 0.9857 -0.4623 -1.2822  0.42
H 1.6877 -1.1928 -0.8758  0.00
H -0.7472 -1.7232 -1.9118  0.01
H 0.0754 2.5473 -2.5337  0.03
H 2.1809 1.5084 -1.2002  0.04
C -1.5494 -0.4439 0.9620  0.33
C -0.4890 -1.2303 1.4425  0.02
C 0.4831 -0.3884 2.0238  0.31
H -0.4438 -2.3082 1.3142  0.00
C 0.0659 0.9892 1.8498  0.17
C -1.3040 0.9372 1.2961  0.16
H -2.0562 1.7419 1.2723  0.02
H -2.4533 -0.7945 0.4742  0.01
H 1.3443 -0.7225 2.5919  0.02
H 0.5183 1.8972 2.2591  0.02
O 2.4323 4.1188 0.9534  0.00
C 3.3869 4.1588 2.0759  0.00
C 4.0636 5.5346 2.2794  0.00
H 4.1206 3.3593 1.9533  0.00
H 2.7919 3.8528 2.9465  0.00
C 2.9832 6.4759 1.6424  0.00
H 5.0186 5.5895 1.7448  0.00
H 4.2725 5.7726 3.3359  0.00
C 1.9305 5.4993 0.9954  0.00
H 3.4124 7.2106 0.9394  0.00
H 2.4936 7.0575 2.4431  0.00
H 1.5155 5.8164 0.0315  0.00
H 1.0690 5.5076 1.6960  0.00
S -2.3510 3.0405 -1.0089  0.73
C -3.7898 2.2076 -0.7118  -0.02
C -4.7920 2.7754 0.1316  0.13
C -5.9058 2.0413 0.5082  -0.06
C -6.1009 0.7371 0.0288  0.16
C -5.1157 0.1570 -0.7823  -0.06
C -3.9817 0.8717 -1.1381  0.10
H -4.6549 3.7952 0.4820  0.00
H -6.6523 2.4731 1.1774  0.00
H -6.9832 0.1631 0.3150  0.01
H -5.2445 -0.8597 -1.1592  0.00
H -3.2175 0.4011 -1.7498  0.01

6.
# C2H6IOPS

A 2-piece molecular cluster, C2H6IOPS overall (ωB97M-V/def2-TZVPD, the OMol25 dataset).

Results
total energy = -32438.6471 eV
energy relative to the best compared isomer or geometry (same formula, charge and spin) = 78.0 kcal per mole
gap between HOMO and LUMO = 5.255 eV

Each line ends with the natural charge from an NBO analysis.
Element x y z (Å)
C -0.4041 1.0787 -1.5690  -0.94
C 0.7188 -1.7735 1.3026  -0.65
O -0.1077 1.3094 1.1188  -1.14
P -1.0634 1.0479 0.0279  1.50
S 0.8770 -1.3375 -0.2687  0.44
I 3.0009 -0.3948 -0.6559  0.15
H 0.5088 1.5593 -1.5529  0.21
H -0.5164 0.3848 -2.2391  0.19
H 1.0781 -1.3785 2.2501  0.26
H -0.2109 -2.4316 1.3292  0.24
H -2.1587 2.0475 0.2715  -0.11
H -1.7223 -0.1116 -0.0144  -0.15

no.,largest force on an atom (eV/Å)
1,2.55
2,0.41
3,4.47
4,1.64
5,2.83
6,5.48